104
Properties=species:S:1:pos:R:3 method="wB97M-V/def2-TZVPD" orbital_gap_ev=9.16 largest_force_ev_per_a=2.8 smiles="C=CC(=O)OCCCCCCN(CCSc1nnco1)S(=O)(=O)F.c1ccccc1.c1ccccc1.c1ccccc1.c1ccccc1.c1ccccc1" lumo_energy_ev=0.09
C 3.25023 1.35625 1.70496
C 3.28182 2.67120 1.91715
C 2.05228 3.33106 2.49060
O 1.50963 2.80352 3.44263
O 1.50065 4.45696 1.97743
C 2.34224 5.23871 1.11315
C 2.39009 4.73585 -0.32166
C 1.14111 5.03368 -1.15381
C -0.04410 4.13994 -0.79339
C 0.05462 2.71531 -1.38970
C -0.25707 1.73010 -0.26313
N -1.61679 1.91915 0.32866
C -1.63230 1.40177 1.73493
C -1.73702 2.52426 2.76857
S -3.29602 3.43003 2.66242
C -2.85808 4.85017 1.73774
N -1.66057 5.24375 1.61753
N -1.69527 6.36745 0.79481
C -2.91078 6.55106 0.52733
O -3.73259 5.64575 1.08208
S -2.74354 1.09494 -0.54891
O -2.53509 1.16962 -1.94726
O -4.04299 1.48854 -0.16336
F -2.65244 -0.46754 -0.19304
H 4.14023 0.77251 1.90127
H 2.34009 0.88433 1.36312
H 4.15486 3.26027 1.67036
H 1.91585 6.23831 1.10087
H 3.35399 5.33915 1.50785
H 3.23635 5.23196 -0.80145
H 2.58858 3.66335 -0.38072
H 0.84722 6.08000 -1.05096
H 1.39269 4.91935 -2.21130
H -0.02374 4.00902 0.28506
H -0.98296 4.60956 -1.06832
H -0.65056 2.63976 -2.20976
H 1.07989 2.50366 -1.69330
H -0.07437 0.69994 -0.58342
H 0.45047 1.96684 0.52941
H -0.76273 0.77259 1.91882
H -2.50005 0.76294 1.89120
H -0.88110 3.18906 2.68998
H -1.73134 2.07589 3.75794
H -3.19551 7.38040 -0.09424
C -6.71523 8.80984 -2.49378
C -6.95801 8.29979 -3.76132
C -6.69512 6.96440 -4.03531
C -6.18557 6.13913 -3.04266
C -5.93512 6.65132 -1.77735
C -6.20112 7.98576 -1.50203
H -6.92635 9.84954 -2.27857
H -7.35334 8.94347 -4.53669
H -6.88765 6.56652 -5.02338
H -5.98263 5.09728 -3.25476
H -5.53344 6.00804 -1.00412
H -6.00829 8.38451 -0.51343
C 2.54793 -3.59367 0.50261
C 2.15984 -2.56893 1.35430
C 0.93302 -1.94542 1.17508
C 0.09270 -2.34261 0.14182
C 0.48686 -3.36073 -0.71505
C 1.71217 -3.98802 -0.53462
H 3.50287 -4.08493 0.64692
H 2.81402 -2.25720 2.15909
H 0.63019 -1.14745 1.84367
H -0.86253 -1.85040 0.00438
H -0.16383 -3.66681 -1.52448
H 2.01657 -4.78414 -1.20264
C 3.16179 -6.27695 4.60918
C 2.47201 -5.26698 3.95276
C 2.13965 -4.10154 4.62881
C 2.49289 -3.94661 5.96222
C 3.17551 -4.96009 6.62069
C 3.51127 -6.12449 5.94402
H 3.42648 -7.18391 4.08062
H 2.19291 -5.38672 2.91321
H 1.60394 -3.31333 4.11550
H 2.23537 -3.03626 6.48857
H 3.44669 -4.84218 7.66205
H 4.04536 -6.91402 6.45707
C -3.80052 -6.48173 -3.12588
C -3.90756 -5.17022 -2.68416
C -3.24306 -4.76888 -1.53362
C -2.47429 -5.68053 -0.82279
C -2.37354 -6.99390 -1.26005
C -3.03562 -7.39433 -2.41238
H -4.31402 -6.79314 -4.02651
H -4.50892 -4.46000 -3.23709
H -3.32432 -3.74468 -1.19053
H -1.95361 -5.36625 0.07323
H -1.77796 -7.70580 -0.70273
H -2.95574 -8.41816 -2.75491
C 5.75603 -4.18548 -3.49608
C 5.11097 -4.51402 -2.31213
C 4.89823 -5.84564 -1.98334
C 5.32667 -6.84943 -2.84080
C 5.96423 -6.52059 -4.02880
C 6.18027 -5.18905 -4.35587
H 5.92730 -3.14711 -3.74935
H 4.77389 -3.73137 -1.64383
H 4.39781 -6.10232 -1.05732
H 5.16288 -7.88804 -2.58343
H 6.29381 -7.30292 -4.70041
H 6.67940 -4.93308 -5.28165